Entry 1:
Here is an isolated molecule of C35H31F7N3O8PS2 in a non-equilibrium geometry from OMol25. Energies are from ωB97M-V/def2-TZVPD.

Geometry (Å):
1 C 0.29 1.43 3.75
2 C 1.54 0.58 3.37
3 C 2.05 -0.56 4.18
4 C 3.25 -1.30 3.74
5 C 4.01 -0.95 2.52
6 C 5.29 -1.76 2.12
7 C 5.87 -2.67 3.30
8 C 6.47 -0.90 1.51
9 C 3.51 0.18 1.72
10 O 4.12 0.66 0.56
11 C 3.90 -0.23 -0.56
12 C 2.41 -0.30 -1.02
13 C 1.59 -1.34 -0.34
14 C 0.17 -1.47 -0.64
15 C -0.37 -0.55 -1.68
16 C 0.44 0.47 -2.35
17 P -0.52 1.54 -3.57
18 N -1.74 2.18 -2.73
19 C 1.91 0.61 -2.04
20 S 2.76 1.87 -2.99
21 O 2.14 3.16 -2.64
22 O 2.49 1.69 -4.43
23 C 4.57 2.11 -2.82
24 F 5.03 2.33 -1.53
25 F 4.79 3.36 -3.41
26 C 5.59 1.13 -3.54
27 F 6.28 1.83 -4.52
28 F 6.59 0.73 -2.66
29 C 5.05 -0.17 -4.25
30 F 4.63 0.04 -5.54
31 F 4.15 -0.92 -3.56
32 F 6.17 -0.99 -4.41
33 C -1.89 -0.76 -1.99
34 O -2.37 -0.76 -3.11
35 C -2.84 -1.05 -0.78
36 C -2.25 -1.95 0.26
37 C -3.07 -2.26 1.43
38 C -4.44 -1.70 1.54
39 C -5.04 -0.83 0.49
40 C -6.50 -0.35 0.71
41 C -6.70 1.23 0.80
42 S -5.15 2.21 0.96
43 C -5.16 2.76 2.68
44 N -4.87 1.80 3.59
45 N -4.98 2.45 4.78
46 C -5.32 3.74 4.57
47 O -5.46 3.99 3.20
48 C -4.20 -0.53 -0.68
49 C -4.77 0.36 -1.83
50 C -5.37 -0.52 -3.02
51 C -5.59 -2.01 -2.63
52 O -6.59 -2.43 -2.09
53 O -4.61 -2.98 -2.94
54 C -0.79 -2.50 0.05
55 O -0.44 -3.59 0.39
56 C 2.29 0.91 2.16
57 H 0.22 2.37 3.11
58 H -0.68 0.88 3.60
59 H 0.31 1.80 4.81
60 H 1.50 -0.80 5.12
61 H 3.56 -2.12 4.44
62 H 4.98 -2.49 1.32
63 H 6.49 -2.08 4.03
64 H 6.59 -3.38 2.80
65 H 5.09 -3.32 3.78
66 H 7.48 -1.39 1.65
67 H 6.46 0.18 1.81
68 H 6.31 -0.90 0.38
69 H 4.65 -0.02 -1.35
70 H 4.16 -1.26 -0.16
71 H 2.07 -1.99 0.44
72 H -1.12 0.77 -4.61
73 H 0.24 2.62 -4.10
74 H -1.66 3.21 -2.79
75 H -2.67 -2.90 2.25
76 H -5.07 -1.93 2.44
77 H -7.09 -0.71 -0.18
78 H -6.98 -0.82 1.61
79 H -7.32 1.56 -0.08
80 H -7.31 1.43 1.72
81 H -5.47 4.46 5.40
82 H -3.91 0.99 -2.21
83 H -5.58 1.06 -1.51
84 H -4.74 -0.49 -3.95
85 H -6.37 -0.08 -3.31
86 H -4.40 -3.43 -2.10
87 H 1.93 1.78 1.55

Results
SMILES string   Cc1ccc(C(C)C)c(OCc2cc3c(c([PH2]=N)c2S(=O)(=O)C(F)(F)C(F)(F)C(F)(F)F)C(=O)c2c(ccc(CCSc4nnco4)c2CCC(=O)O)C3=O)c1
Molecular weight   849.74 g/mol
Gap between HOMO and LUMO   0.2575 Ha
Lowest unoccupied orbital energy   -1.6 eV
Electronic energy   -107619.8172 eV



Entry 2:
Here is a structure of composition C35H31I2N9OSTl in a non-equilibrium geometry from OMol25. Energies are from ωB97M-V/def2-TZVPD.

Geometry (Å):
1 Tl -1.03 -0.51 1.15
2 C -2.09 -1.62 5.33
3 C -0.93 -1.34 6.05
4 C 0.26 -1.20 5.37
5 C 0.28 -1.31 3.97
6 N -0.88 -1.48 3.28
7 C -2.01 -1.66 3.96
8 N 1.51 -1.38 3.40
9 C 1.76 -1.53 2.14
10 N 0.89 -1.41 1.08
11 C 1.46 -1.92 -0.04
12 N 0.89 -2.11 -1.19
13 C -0.43 -2.09 -1.45
14 C -0.80 -2.21 -2.81
15 C -2.11 -2.43 -3.15
16 C -3.05 -2.61 -2.14
17 C -2.65 -2.42 -0.84
18 N -1.40 -2.08 -0.49
19 C 2.83 -2.32 0.27
20 C 3.81 -2.95 -0.47
21 C 5.00 -3.27 0.17
22 C 5.21 -2.96 1.51
23 C 4.21 -2.35 2.27
24 C 3.03 -2.04 1.63
25 H -3.03 -1.79 5.83
26 H -0.96 -1.27 7.13
27 H 1.19 -1.03 5.88
28 H -2.90 -1.83 3.35
29 H -0.01 -2.14 -3.54
30 H -2.40 -2.48 -4.19
31 H -4.07 -2.87 -2.36
32 H -3.34 -2.52 -0.01
33 H 3.64 -3.21 -1.51
34 H 5.78 -3.78 -0.38
35 H 6.14 -3.22 1.97
36 H 4.35 -2.13 3.31
37 I -2.17 6.38 4.60
38 C -2.25 4.45 3.74
39 C -3.45 3.75 3.71
40 C -3.44 2.48 3.18
41 I -5.19 1.31 3.13
42 C -2.28 1.85 2.70
43 O -2.41 0.60 2.31
44 C -1.10 2.61 2.70
45 C 0.22 2.05 2.23
46 N 0.15 1.52 0.85
47 C -0.35 2.46 -0.14
48 C -1.51 1.93 -0.95
49 C -1.94 2.61 -2.08
50 C -3.12 2.22 -2.69
51 C -3.84 1.17 -2.14
52 C -3.31 0.51 -1.05
53 N -2.15 0.85 -0.50
54 C -1.10 3.89 3.23
55 H -4.36 4.18 4.10
56 H 0.98 2.84 2.30
57 H 0.54 1.24 2.89
58 H 1.09 1.24 0.57
59 H -0.73 3.36 0.35
60 H 0.45 2.76 -0.83
61 H -1.37 3.45 -2.45
62 H -3.48 2.73 -3.57
63 H -4.80 0.88 -2.54
64 H -3.84 -0.31 -0.58
65 H -0.18 4.45 3.25
66 S 2.19 0.95 -1.58
67 C 2.37 0.66 -3.21
68 N 2.70 -0.55 -3.66
69 C 2.99 -0.82 -5.05
70 C 2.10 0.06 -5.92
71 C 2.32 1.52 -5.52
72 N 2.14 1.65 -4.09
73 H 2.82 -1.27 -2.96
74 H 2.80 -1.88 -5.25
75 H 4.05 -0.61 -5.27
76 H 1.05 -0.19 -5.75
77 H 2.32 -0.09 -6.97
78 H 1.61 2.17 -6.03
79 H 3.34 1.84 -5.81
80 H 1.99 2.57 -3.71

Results
Molecular weight   1083.95 g/mol
Gap between HOMO and LUMO   0.2359 Ha
Charge   +1
Lowest unoccupied orbital energy   -3.5 eV
Electronic energy   -83982.2327 eV
Energy relative to the best compared isomer or geometry (same formula, charge and spin)   31.11 kcal/mol



Entry 3:
Here is a structure of composition C35H31N7ORe from OMol25. Energies are from ωB97M-V/def2-TZVPD.

Geometry (Å):
1 Re -0.17 0.37 0.44
2 C 4.03 0.79 -2.88
3 C 3.51 1.65 -1.92
4 C 2.69 1.16 -0.92
5 C 2.37 -0.20 -0.88
6 C 2.89 -1.07 -1.84
7 C 3.71 -0.57 -2.83
8 N 1.42 -0.66 0.07
9 C 1.54 -1.91 0.69
10 C 2.69 -2.64 0.93
11 C 2.58 -3.85 1.61
12 C 1.34 -4.32 2.04
13 C 0.18 -3.59 1.82
14 C 0.30 -2.38 1.17
15 N -0.73 -1.48 0.80
16 N -1.83 -2.01 0.36
17 C -2.49 -1.14 -0.44
18 C -3.71 -1.47 -1.04
19 C -4.23 -0.62 -1.98
20 C -3.54 0.55 -2.32
21 C -2.37 0.84 -1.68
22 N -1.84 0.02 -0.73
23 H 4.68 1.17 -3.65
24 H 3.77 2.70 -1.94
25 H 2.36 1.82 -0.12
26 H 2.61 -2.11 -1.84
27 H 4.11 -1.24 -3.58
28 H 3.66 -2.29 0.59
29 H 3.46 -4.44 1.80
30 H 1.28 -5.27 2.55
31 H -0.79 -3.94 2.14
32 H -4.19 -2.40 -0.76
33 H -5.17 -0.85 -2.47
34 H -3.92 1.22 -3.08
35 H -1.82 1.75 -1.88
36 C 0.42 -0.51 3.44
37 C 1.78 -0.62 3.51
38 C 2.35 0.45 2.79
39 C 1.33 1.27 2.27
40 C 0.08 0.68 2.63
41 H -0.30 -1.19 3.87
42 H 2.33 -1.40 4.02
43 H 3.41 0.66 2.67
44 H 1.50 2.26 1.89
45 H -0.76 1.29 2.94
46 C 6.39 2.21 2.71
47 C 5.14 2.99 2.42
48 C 4.73 3.26 1.12
49 C 3.58 3.98 0.85
50 C 2.79 4.46 1.89
51 N 1.54 5.08 1.66
52 C 1.13 5.65 0.48
53 O 1.86 5.98 -0.42
54 N -0.27 5.77 0.42
55 C -1.09 4.67 0.65
56 C -2.45 4.80 0.93
57 C -3.21 3.66 1.14
58 C -2.61 2.42 1.07
59 N -1.31 2.28 0.78
60 C -0.58 3.38 0.56
61 C 3.19 4.21 3.20
62 C 4.35 3.49 3.45
63 H 7.15 2.38 1.95
64 H 6.19 1.13 2.73
65 H 6.81 2.47 3.68
66 H 5.35 2.92 0.29
67 H 3.31 4.22 -0.18
68 H 0.96 5.27 2.47
69 H -0.62 6.50 -0.19
70 H -2.90 5.79 1.00
71 H -4.26 3.74 1.37
72 H -3.17 1.51 1.24
73 H 0.46 3.23 0.29
74 H 2.60 4.60 4.02
75 H 4.65 3.33 4.48

Results
Molecular weight   751.89 g/mol
Gap between HOMO and LUMO (alpha / beta)   0.2158 / 0.1784 Ha
Charge   +2
Lowest unoccupied orbital energy (alpha / beta)   -7.2 / -8.2 eV
Spin multiplicity   2
Electronic energy   -51391.0506 eV
Energy relative to the best compared isomer or geometry (same formula, charge and spin)   76.73 kcal/mol